# 1
The following is a quantum chemistry calculation of a gas-phase ion, C3H9N5S (charge +2) at a distorted geometry, from OMol25.

Last column: natural (NBO) charge in e.
Cartesian coordinates (Å):
C: -1.088 0.269 -1.503  0.757
C: -0.770 0.949 0.821  0.654
C: 2.723 -1.974 0.630  -0.807
N: 0.753 -1.770 -0.916  -0.507
N: 0.113 0.111 1.187  -0.751
N: -1.353 1.056 -0.491  -0.641
N: -1.204 1.928 1.576  -0.730
N: -1.513 0.105 -2.681  -0.709
S: 1.559 -0.858 -0.082  1.188
H: 3.576 -1.321 0.977  0.298
H: 2.875 -2.745 -0.068  0.305
H: 2.289 -2.475 1.492  0.296
H: 0.422 0.279 2.150  0.420
H: -2.095 1.765 -0.630  0.454
H: -0.843 2.255 2.499  0.460
H: -2.034 2.293 1.350  0.399
H: -1.146 -0.569 -3.228  0.456
H: -2.261 0.700 -3.082  0.456

Properties
- HOMO energy (spin up / spin down): -17.77 / -18.06 eV
- DFT total energy: -21519.718 eV
- Energy relative to the best compared isomer or geometry (same formula, charge and spin): 552.10 kJ/mol
- Total charge: +2
- Lowest unoccupied orbital energy (spin up / spin down): -10.4 / -9.8 eV
- Molecular weight: 147.2 g/mol

# 2
The following is a quantum chemistry calculation of C3H9NO in the gas phase at a distorted geometry, from OMol25.

Last column: natural (NBO) charge in e.
Cartesian coordinates (Å):
C: 0.103 -1.555 0.080  -0.647
C: 0.472 -0.197 0.705  0.078
O: 1.858 0.136 0.513  -0.709
C: -0.523 0.818 0.296  -0.257
N: -0.646 1.105 -1.149  -0.849
H: 0.794 -2.334 0.406  0.224
H: 0.462 -1.387 -0.954  0.205
H: -0.959 -1.751 0.021  0.215
H: 0.487 -0.322 1.786  0.180
H: 1.976 0.140 -0.450  0.461
H: -0.330 1.784 0.799  0.195
H: -1.504 0.621 0.734  0.189
H: -1.569 0.851 -1.454  0.355
H: -0.619 2.093 -1.331  0.361

Properties
- HOMO energy: -9.67 eV
- DFT total energy: -6793.943 eV
- Energy relative to the best compared isomer or geometry (same formula, charge and spin): 107.40 kJ/mol
- Structure (SMILES): C[C@@H](O)CN
- Lowest unoccupied orbital energy: 0.9 eV
- Molecular weight: 75.1 g/mol

# 3
The following is a quantum chemistry calculation of 2 unconnected molecules or ions with the total composition C3H9NO at a distorted geometry, from OMol25.

Last column: natural (NBO) charge in e.
Cartesian coordinates (Å):
N: 1.719 1.295 0.905  -0.823
C: 0.785 2.163 0.451  0.527
O: -0.326 2.222 0.902  -0.594
H: 2.660 1.293 0.568  0.392
H: 1.480 0.674 1.655  0.398
H: 1.192 2.746 -0.388  0.102
C: -0.562 -1.674 -0.989  -0.606
C: -1.382 -0.858 0.028  -0.602
H: 0.104 -1.069 -1.603  0.195
H: 0.092 -2.438 -0.552  0.194
H: -1.151 -2.278 -1.685  0.199
H: -0.694 -0.451 0.756  0.202
H: -2.064 -1.562 0.496  0.203
H: -1.852 -0.064 -0.542  0.213

Properties
- HOMO energy: -10.21 eV
- DFT total energy: -6794.572 eV
- Energy relative to the best compared isomer or geometry (same formula, charge and spin): 46.63 kJ/mol
- Structure (SMILES): NC=O.CC
- Lowest unoccupied orbital energy: 0.9 eV
- Molecular weight: 75.1 g/mol

# 4
The following is a quantum chemistry calculation of C3H9NO in the gas phase at a distorted geometry, from OMol25.

Last column: natural (NBO) charge in e.
Cartesian coordinates (Å):
C: -1.081 -0.710 0.875  -0.637
C: -0.293 0.185 -0.115  -0.079
N: 0.265 1.398 0.437  -0.857
C: 0.803 -0.622 -0.809  -0.067
O: 1.435 0.187 -1.804  -0.720
H: -1.632 -0.014 1.507  0.210
H: -0.529 -1.461 1.444  0.209
H: -1.778 -1.353 0.330  0.213
H: -0.964 0.455 -0.928  0.195
H: -0.449 2.103 0.486  0.363
H: 0.655 1.372 1.365  0.362
H: 0.367 -1.442 -1.382  0.180
H: 1.492 -1.059 -0.078  0.153
H: 1.709 0.961 -1.327  0.474

Properties
- HOMO energy: -9.61 eV
- DFT total energy: -6794.217 eV
- Energy relative to the best compared isomer or geometry (same formula, charge and spin): 80.91 kJ/mol
- Structure (SMILES): C[C@@H](N)CO
- Lowest unoccupied orbital energy: 1.0 eV
- Molecular weight: 75.1 g/mol

# 5
The following is a quantum chemistry calculation of 2 unconnected molecules or ions with the total composition C3H9NO at a distorted geometry, from OMol25.

Last column: natural (NBO) charge in e.
Cartesian coordinates (Å):
C: -2.052 1.747 -0.285  -0.395
C: -2.897 2.838 -0.366  -0.398
H: -1.883 1.109 -1.142  0.185
H: -1.305 1.628 0.484  0.197
H: -3.143 3.324 -1.399  0.213
H: -3.201 3.291 0.597  0.198
N: 2.194 -1.473 1.219  -0.849
C: 1.210 -1.630 0.110  0.087
O: 1.684 -2.412 -0.967  -0.722
H: 2.857 -2.294 1.218  0.351
H: 2.632 -0.581 0.978  0.365
H: 0.289 -2.186 0.500  0.153
H: 1.036 -0.659 -0.327  0.160
H: 2.579 -2.702 -0.619  0.456

Properties
- HOMO energy: -9.56 eV
- DFT total energy: -6792.050 eV
- Energy relative to the best compared isomer or geometry (same formula, charge and spin): 289.97 kJ/mol
- Structure (SMILES): C=C.NCO
- Lowest unoccupied orbital energy: 0.9 eV
- Molecular weight: 75.1 g/mol

# 6
The following is a quantum chemistry calculation of 2 unconnected molecules or ions with the total composition C3H9NO at a distorted geometry, from OMol25.

Last column: natural (NBO) charge in e.
Cartesian coordinates (Å):
C: -1.386 -2.263 -0.227  -0.516
C: -0.540 -1.264 0.019  0.196
C: -0.728 -0.241 1.137  -0.622
N: 0.680 -1.095 -0.689  -0.851
H: -1.238 -3.065 -0.833  0.192
H: -2.291 -2.593 0.393  0.197
H: -1.680 -0.105 1.370  0.210
H: -0.137 0.805 1.031  0.196
H: -0.182 -0.601 1.998  0.223
H: 1.011 -0.172 -0.911  0.389
H: 1.124 -1.900 -1.062  0.386
O: 1.666 4.156 -1.041  -0.923
H: 1.209 3.977 -0.281  0.466
H: 2.492 4.362 -0.903  0.458

Properties
- HOMO energy: -8.20 eV
- DFT total energy: -6792.648 eV
- Energy relative to the best compared isomer or geometry (same formula, charge and spin): 232.34 kJ/mol
- Structure (SMILES): C=C(C)N.O
- Lowest unoccupied orbital energy: 0.8 eV
- Molecular weight: 75.1 g/mol

# 7
The following is a quantum chemistry calculation of 2 unconnected molecules or ions with the total composition C3H9NO at a distorted geometry, from OMol25.

Last column: natural (NBO) charge in e.
Cartesian coordinates (Å):
C: -1.855 1.234 -1.025  -0.482
C: -1.438 0.093 -0.448  0.206
C: 0.009 -0.297 -0.251  -0.661
N: -2.385 -0.952 -0.198  -0.841
H: -2.917 1.425 -0.932  0.201
H: -1.163 2.058 -0.992  0.194
H: 0.201 -0.289 0.810  0.217
H: 0.590 0.415 -0.820  0.222
H: 0.186 -1.265 -0.699  0.212
H: -1.932 -1.855 -0.117  0.359
H: -2.911 -0.786 0.651  0.372
O: 4.773 0.030 1.036  -0.938
H: 4.726 -0.530 1.822  0.469
H: 4.116 0.719 1.164  0.469

Properties
- HOMO energy: -8.72 eV
- DFT total energy: -6793.603 eV
- Energy relative to the best compared isomer or geometry (same formula, charge and spin): 140.15 kJ/mol
- Structure (SMILES): C=C(C)N.O
- Lowest unoccupied orbital energy: 0.7 eV
- Molecular weight: 75.1 g/mol

# 8
The following is a quantum chemistry calculation of a molecular structure, C3H9NO at a distorted geometry, from OMol25.

Last column: natural (NBO) charge in e.
Cartesian coordinates (Å):
C: -0.389 0.665 -0.380  0.237
C: 0.470 -0.161 0.559  -0.529
C: 1.527 -0.964 -0.184  -0.613
N: -1.720 -0.022 -0.128  -0.925
O: -0.458 2.011 -0.028  -0.698
H: -0.520 2.058 0.936  0.462
H: -0.207 0.629 -1.461  0.176
H: -2.334 0.437 0.539  0.401
H: -1.969 -0.756 -0.781  0.400
H: 0.924 0.442 1.350  0.198
H: -0.729 -0.819 0.714  0.293
H: 2.196 -0.307 -0.753  0.194
H: 2.129 -1.547 0.512  0.210
H: 1.081 -1.665 -0.895  0.193

Properties
- HOMO energy: -7.97 eV
- DFT total energy: -6791.833 eV
- Energy relative to the best compared isomer or geometry (same formula, charge and spin): 310.93 kJ/mol
- Lowest unoccupied orbital energy: 1.0 eV
- Molecular weight: 75.1 g/mol

# 9
The following is a quantum chemistry calculation of a gas-phase ion, C3H9NO (charge +1) at a distorted geometry, from OMol25.

Last column: natural (NBO) charge in e.
Cartesian coordinates (Å):
C: -0.628 1.678 -1.307  -0.265
O: -0.061 0.781 -0.367  -0.496
H: -0.461 2.701 -0.983  0.231
H: -1.699 1.517 -1.426  0.189
H: -0.187 1.566 -2.296  0.200
C: 1.074 -0.607 1.522  -0.476
C: -0.482 -0.516 -0.421  0.047
N: 0.157 -1.277 0.635  -0.146
H: 0.527 0.096 2.156  0.287
H: 1.533 -1.368 2.152  0.260
H: 1.838 -0.065 0.963  0.265
H: -0.203 -0.986 -1.375  0.256
H: -1.561 -0.538 -0.219  0.234
H: -0.559 -1.713 1.223  0.415

Properties
- HOMO energy (spin up / spin down): -15.38 / -15.25 eV
- DFT total energy: -6784.798 eV
- Energy relative to the best compared isomer or geometry (same formula, charge and spin): 145.82 kJ/mol
- Spin multiplicity: 2
- Total charge: +1
- Lowest unoccupied orbital energy (spin up / spin down): -3.4 / -8.4 eV
- Molecular weight: 75.1 g/mol
- <S²>: 0.754

# 10
The following is a quantum chemistry calculation of 2 unconnected molecules or ions with the total composition C3H9NO at a distorted geometry, from OMol25.

Last column: natural (NBO) charge in e.
Cartesian coordinates (Å):
C: -1.004 0.866 0.321  -0.694
C: 0.265 1.351 -0.263  0.277
C: 0.691 2.657 -0.304  -0.131
N: 0.777 0.393 -1.225  -0.562
H: -1.284 1.206 1.296  0.268
H: -0.813 -0.244 0.455  0.250
H: -1.818 1.252 -0.206  0.278
H: 1.495 2.965 -0.829  0.215
H: 0.152 3.287 0.415  0.238
H: 0.559 -0.559 -1.268  0.430
H: 1.450 0.769 -1.961  0.430
H: -0.598 -4.256 1.686  0.465
H: -0.103 -5.218 0.676  0.472
O: 0.232 -4.469 1.207  -0.936

Properties
- HOMO energy (spin up / spin down): -14.06 / -14.06 eV
- DFT total energy: -6785.215 eV
- Energy relative to the best compared isomer or geometry (same formula, charge and spin): 105.52 kJ/mol
- Spin multiplicity: 2
- Total charge: +1
- Lowest unoccupied orbital energy (spin up / spin down): -4.1 / -7.8 eV
- Molecular weight: 75.1 g/mol
- <S²>: 0.771